DFT (the ωB97M-V functional and the def2-TZVPD basis) results for a molecular structure, C27H32BrN9O2S5V.

The geometry in XYZ format:
```
77
Properties=species:S:1:pos:R:3:lowdin_charge:R:1
Br -1.828 -4.532 -4.687 -0.142
V -0.882 -1.566 -1.701 0.737
S -2.431 2.703 -1.163 1.104
S -1.825 1.718 1.779 0.577
S 0.853 -1.654 0.122 0.667
S -0.589 -1.176 5.749 0.609
S -0.638 -1.943 2.853 0.986
O -1.524 0.978 2.970 -0.307
O -3.062 2.459 1.720 -0.328
N 2.583 5.604 0.965 0.102
N 1.065 -0.370 3.754 -0.150
N 0.816 -1.211 -2.632 -0.111
N -2.677 -2.028 -2.809 -0.044
N -2.303 -2.134 -0.176 -0.140
N -1.616 0.321 -1.739 -0.100
N -0.678 -3.725 -1.747 -0.069
N 1.347 -0.425 2.414 0.036
N -1.717 0.663 0.547 -0.108
C 1.989 1.817 4.257 0.005
C 1.621 -1.395 -5.157 0.012
C 0.008 -1.078 4.223 -1.125
C 0.547 -1.217 1.792 -1.034
C 3.520 2.094 6.089 -0.089
C 3.403 0.745 6.394 -0.076
C 0.684 2.454 0.915 -0.082
C -3.903 -2.239 -2.002 -0.170
C -1.771 -4.407 -1.032 -0.212
C 1.706 3.365 0.730 -0.024
C -2.268 2.251 -2.827 -0.376
C 2.108 -0.946 -2.862 -0.053
C 2.814 2.628 5.021 -0.071
C 0.314 5.112 1.630 -0.024
C -0.058 -1.553 -3.527 -0.246
C 1.538 4.705 1.093 -0.320
C 0.300 -1.677 -4.867 -0.050
C -0.524 2.872 1.461 -0.333
C -2.189 -3.574 0.165 -0.177
C 2.551 -1.019 -4.164 -0.224
C 3.986 -0.730 -4.505 -0.037
C 2.588 -0.075 5.630 -0.035
C -3.660 -1.734 -0.591 -0.166
C -1.850 0.985 -2.941 -0.247
C -1.860 1.115 -0.671 -0.686
C -0.711 4.203 1.806 -0.058
C 1.891 0.472 4.565 -0.220
H 2.339 6.579 0.941 0.090
H -1.471 -5.403 -0.702 0.131
H -1.432 -3.676 0.938 0.072
H -2.481 2.943 -3.624 0.070
H 2.732 -0.693 -2.014 0.119
H -1.665 4.517 2.209 0.119
H 0.216 -3.928 -1.310 0.079
H 4.152 -0.788 -5.579 0.078
H -2.574 -4.552 -1.752 0.071
H 3.950 0.327 7.229 0.103
H -2.505 -2.833 -3.440 -0.102
H 4.273 0.267 -4.170 0.087
H 0.833 1.413 0.650 0.088
H -4.137 -3.303 -2.003 0.110
H -3.707 -0.648 -0.548 0.108
H 4.652 -1.445 -4.021 0.090
H 3.318 5.353 0.326 0.089
H -2.834 -1.245 -3.434 0.083
H 2.895 3.681 4.783 0.103
H 2.483 -1.127 5.858 0.109
H -0.681 -4.071 -2.720 -0.058
H -1.643 0.485 -3.874 0.102
H 4.159 2.730 6.689 0.100
H -0.401 -2.019 -5.614 0.075
H -4.760 -1.732 -2.445 0.128
H -2.038 -1.549 0.618 0.046
H 1.414 2.219 3.438 0.096
H -3.132 -3.937 0.581 0.133
H -4.412 -2.127 0.098 0.132
H 1.969 -1.478 -6.180 0.123
H 2.653 3.036 0.319 0.115
H 0.170 6.150 1.909 0.112
```

Properties
energy above the lowest of the compared OMol25 structures with the same formula, charge and spin	0.0	kJ/mol
spin multiplicity	2
maximum force	0.412	eV Å⁻¹
molar mass	805.80	g/mol
HOMO-LUMO gap (alpha / beta)	5.695 / 6.211	eV



DFT (the ωB97M-V functional and the def2-TZVPD basis) results for a molecular structure, C27H32ClMoP.

The geometry in XYZ format:
```
62
Properties=species:S:1:pos:R:3:lowdin_charge:R:1
Mo -0.168 -0.084 0.189 1.243
Cl 0.104 0.415 -2.113 0.036
P 0.403 1.521 2.977 1.030
C 2.687 3.011 2.186 -0.123
C 1.610 1.388 -5.978 0.005
C -0.004 -0.526 -6.322 0.004
C -0.879 1.824 -6.012 0.004
C -2.249 0.879 -0.225 -0.170
C -2.231 4.334 5.507 -0.060
C -1.714 -0.402 1.643 -0.245
C -2.318 -0.510 -0.599 -0.171
C 0.239 0.883 -6.015 -0.202
C -0.714 2.759 3.754 -0.386
C 4.442 1.735 3.943 -0.062
C -1.992 -1.300 0.550 -0.163
C 0.927 -1.982 0.989 -0.189
C 1.361 -1.971 -0.387 -0.154
C -2.010 2.346 4.163 -0.128
C -0.221 4.000 4.178 -0.076
C -0.979 4.772 5.071 -0.057
C 4.040 3.362 2.221 -0.074
C -2.749 3.122 5.046 -0.064
C 3.100 1.377 3.915 -0.103
C 4.920 2.743 3.117 -0.059
C 2.179 2.073 3.122 -0.376
C -1.881 0.951 1.142 -0.256
C 0.348 0.504 4.536 -0.240
C 2.276 -0.868 -0.555 -0.151
C 1.582 -0.881 1.658 -0.217
C 2.402 -0.197 0.691 -0.115
H -2.645 -0.895 -1.568 0.124
H -0.663 0.154 4.762 0.046
H 2.304 0.633 -5.576 0.115
H 0.329 -2.745 1.488 0.126
H 0.785 -1.168 -5.901 0.115
H 2.016 3.413 1.412 0.112
H 0.677 1.158 5.355 0.080
H 2.786 0.512 4.500 0.093
H 5.109 1.202 4.603 0.113
H -2.800 4.932 6.218 0.116
H 0.780 4.312 3.848 0.103
H 1.986 1.660 -6.984 0.154
H -1.114 2.203 -7.026 0.154
H 3.068 0.629 0.911 0.107
H -2.491 1.746 -0.849 0.132
H 1.684 2.295 -5.358 0.116
H -1.798 1.352 -5.631 0.114
H -2.408 1.382 3.833 0.094
H -2.031 -2.393 0.620 0.137
H 1.122 -2.739 -1.124 0.121
H 5.967 3.046 3.151 0.118
H 0.972 -0.388 4.520 0.029
H -3.710 2.754 5.394 0.115
H -0.025 -0.722 -7.412 0.154
H -1.921 1.859 1.738 0.076
H 1.656 -0.797 2.737 0.073
H -0.975 -0.859 -5.923 0.115
H -0.552 5.706 5.446 0.116
H 2.821 -0.622 -1.460 0.109
H -1.533 -0.697 2.675 0.117
H -0.656 2.706 -5.391 0.115
H 4.406 4.116 1.524 0.111
```

Properties
energy above the lowest of the compared OMol25 structures with the same formula, charge and spin	60.8	kJ/mol
spin multiplicity	3
maximum force	4.891	eV Å⁻¹
molar mass	518.92	g/mol
HOMO-LUMO gap (alpha / beta)	4.464 / 4.987	eV
total charge	+2



DFT (the ωB97M-V functional and the def2-TZVPD basis) results for a molecular structure, C27H32CoN5OSTe.

The geometry in XYZ format:
```
68
Properties=species:S:1:pos:R:3:lowdin_charge:R:1
Te -1.247 1.700 -3.449 1.807
Co -0.078 0.231 0.317 0.485
S -1.755 1.600 0.931 0.627
O -0.676 -0.801 -3.744 -0.162
N -0.694 -0.898 1.875 -0.138
N 1.691 -0.844 0.742 0.029
N -3.685 0.675 2.488 0.099
N -0.067 -0.280 -1.631 0.082
N -1.897 -0.707 2.439 0.005
C 0.798 1.057 -6.022 -0.038
C 2.850 -0.849 0.084 -0.105
C -2.561 4.103 -7.506 -0.246
C 3.621 -2.732 1.313 -0.025
C 1.458 -1.789 1.677 -0.235
C 2.411 -2.743 1.987 0.002
C -2.971 4.860 -8.740 -0.037
C -1.796 2.725 -5.209 -0.401
C -2.912 2.776 -7.324 -0.005
C -2.948 0.611 -6.102 -0.057
C 2.933 2.523 -2.600 -0.019
C -1.426 4.073 -5.359 -0.294
C -2.465 0.407 2.020 -0.807
C -1.818 4.734 -6.510 -0.003
C -2.542 2.063 -6.187 -0.309
C -0.151 -1.107 -2.633 -0.682
C 0.422 -2.497 -2.447 0.010
C -0.625 4.811 -4.315 -0.058
C 3.848 -1.771 0.340 -0.033
C 1.547 2.413 -2.507 -0.320
C 2.888 1.708 -4.836 0.001
C 0.142 -1.739 2.342 -0.041
C 0.919 2.858 -1.209 -0.099
C 3.621 2.178 -3.750 -0.251
C 1.509 1.577 -4.798 -0.265
C 5.118 2.305 -3.835 -0.038
C 0.840 1.937 -3.613 -0.377
H 1.398 2.356 -0.361 0.066
H 0.420 -2.995 -3.412 0.089
H -4.029 0.509 -6.207 0.092
H -2.487 0.044 -6.913 0.096
H 0.284 1.864 -6.546 0.085
H 1.513 0.613 -6.712 0.088
H -4.092 0.053 3.167 0.115
H -0.624 5.881 -4.518 0.085
H 0.067 0.293 -5.755 0.059
H 0.413 4.470 -4.299 0.079
H -2.097 5.253 -9.261 0.087
H -1.544 5.777 -6.633 0.127
H -0.088 -2.362 3.201 0.137
H -3.604 5.709 -8.478 0.089
H 4.776 -1.733 -0.212 0.116
H 4.378 -3.472 1.540 0.122
H 2.198 -3.485 2.745 0.124
H 5.405 2.949 -4.668 0.089
H -1.037 4.666 -3.313 0.068
H -2.653 0.130 -5.170 0.023
H -4.126 1.553 2.285 0.093
H -0.200 -3.054 -1.746 0.088
H -0.153 2.680 -1.151 -0.027
H 1.438 -2.449 -2.055 0.071
H -3.491 2.269 -8.090 0.127
H 3.409 1.430 -5.746 0.127
H 1.075 3.928 -1.063 0.102
H -3.523 4.224 -9.429 0.078
H 2.971 -0.085 -0.678 0.115
H 5.535 2.725 -2.921 0.077
H 5.579 1.331 -4.006 0.087
H 3.486 2.905 -1.746 0.125
```

Properties
energy above the lowest of the compared OMol25 structures with the same formula, charge and spin	31.7	kJ/mol
spin multiplicity	6
maximum force	0.649	eV Å⁻¹
molar mass	661.19	g/mol
HOMO-LUMO gap (alpha / beta)	7.282 / 6.808	eV
total charge	+1